# 1
ORCA calculation (the ωB97M-V functional and the def2-TZVPD basis) on a molecular structure, CH4BrN2 at a distorted geometry.

As for the net charge: +1. As for the spin multiplicity: 1. The calculation puts the calculated total energy at -74113.9310 eV. The energy above the lowest of the compared OMol25 structures with the same formula, charge and spin is 91.9 kcal/mol. The calculation puts the max |F| at 4.6 eV/A.

```
8
Properties=species:S:1:pos:R:3:forces:R:3:lowdin_charge:R:1
C -1.33022 -0.19709 -1.09840 -0.80 1.72 4.17 0.02
N 1.41482 0.00318 0.88215 -1.69 0.76 1.23 -0.41
N -1.77050 0.18491 -0.11767 -1.42 0.74 1.10 0.28
Br 1.21241 0.15507 -0.90845 1.02 0.83 -1.04 0.85
H -1.13657 -0.75173 -1.89503 0.60 -1.96 -3.56 0.05
H 1.82598 0.74970 1.43185 -0.22 0.94 -0.89 0.04
H -2.27310 0.56126 0.72828 0.94 -0.62 -1.40 0.20
H 2.05719 -0.70530 0.97727 1.55 -2.41 0.38 -0.03
```
Forces are in eV/Å.

=====

# 2
ORCA calculation (the ωB97M-V functional and the def2-TZVPD basis) on a molecular structure, CH4BrN4 at a distorted geometry.

As for the net charge: +1. As for the spin multiplicity: 1. The calculation puts the calculated total energy at -77093.6626 eV. The energy above the lowest of the compared OMol25 structures with the same formula, charge and spin is 41.3 kcal/mol. The calculation puts the max |F| at 3.8 eV/A.

```
10
Properties=species:S:1:pos:R:3:forces:R:3:lowdin_charge:R:1
C 0.60500 -0.72541 -0.94764 1.14 1.36 0.81 -0.22
N 3.25454 0.82153 1.10509 1.17 0.06 3.66 0.21
N 2.76395 0.48302 0.16861 1.28 0.57 -1.75 0.17
N 1.03053 -0.16694 0.14857 -2.08 -1.61 -2.31 0.05
N 0.38095 -1.11370 -2.02153 -1.02 -0.83 -0.79 0.29
Br -5.16409 0.87847 0.78111 -0.04 0.01 -0.01 0.28
H 3.43356 0.86304 2.18774 -0.83 0.00 -2.41 0.25
H 0.44025 -0.50625 0.86469 -0.62 -0.22 1.69 0.09
H -0.18617 -1.48686 -2.80779 0.95 0.66 1.10 0.16
H -6.55853 0.95309 0.52114 0.05 -0.01 0.00 -0.28
```
Forces are in eV/Å.

=====

# 3
ORCA calculation (the ωB97M-V functional and the def2-TZVPD basis) on 2 unconnected molecules or ions with the total composition CH4BrOP at a distorted geometry.

As for the spin multiplicity: 1. The calculation puts the calculated total energy at -82477.1111 eV. The energy above the lowest of the compared OMol25 structures with the same formula, charge and spin is 66.3 kcal/mol. The calculation puts the max |F| at 5.5 eV/A.

```
8
Properties=species:S:1:pos:R:3:forces:R:3:lowdin_charge:R:1
C -1.26037 0.33135 -2.45793 -2.61 -0.06 -2.29 -0.61
O -0.24800 0.28523 -1.78734 3.86 0.24 3.84 -0.13
P 0.64303 -0.93667 1.46196 -0.85 -0.77 -0.05 0.65
Br -2.68053 1.27766 -1.56744 -0.54 0.39 0.50 0.55
H 1.89281 -1.45127 1.74199 0.63 -0.45 0.12 -0.19
H -0.15542 0.66113 -0.81067 -0.74 -0.59 -2.10 0.10
H 0.58778 -0.25785 2.67789 -0.03 0.40 0.26 -0.18
H 1.22070 0.09043 0.74153 0.27 0.83 -0.28 -0.20
```
Forces are in eV/Å.

=====

# 4
ORCA calculation (the ωB97M-V functional and the def2-TZVPD basis) on 2 unconnected molecules or ions with the total composition CH4BrP at a distorted geometry.

As for the spin multiplicity: 1. The calculation puts the calculated total energy at -80429.8408 eV. The energy above the lowest of the compared OMol25 structures with the same formula, charge and spin is 79.5 kcal/mol. The calculation puts the max |F| at 2.3 eV/A.

```
7
Properties=species:S:1:pos:R:3:forces:R:3:lowdin_charge:R:1
C -0.62031 -0.34933 -0.10190 -1.22 1.06 -1.61 -0.53
P -1.10811 1.39214 0.44604 1.67 -1.10 -0.08 0.33
Br -1.82182 0.74246 2.38777 -0.49 0.06 0.85 0.12
H -1.61296 -0.79223 -0.15683 -0.12 -0.48 0.12 -0.01
H 0.03528 -1.01809 0.42814 0.32 0.30 0.50 0.01
H -0.34008 -0.27355 -1.16982 0.29 -0.02 0.47 0.02
H 1.44732 1.24226 1.48741 -0.46 0.18 -0.25 0.06
```
Forces are in eV/Å.

=====

# 5
ORCA calculation (the ωB97M-V functional and the def2-TZVPD basis) on CH4Cl2NPS in the gas phase at a distorted geometry.

As for the spin multiplicity: 1. The calculation puts the calculated total energy at -47762.4356 eV. The energy above the lowest of the compared OMol25 structures with the same formula, charge and spin is 0.7 kcal/mol. As for the SMILES: CNP(=S)(Cl)Cl. The calculation puts the max |F| at 5.0 eV/A.

```
10
Properties=species:S:1:pos:R:3:forces:R:3:lowdin_charge:R:1
C 0.16055 0.12762 -0.93612 -4.00 1.36 -2.60 -0.26
N 0.95233 -0.30582 0.16930 1.10 1.33 -0.08 -0.35
P 2.55627 0.18951 0.21693 -1.02 2.28 -1.06 -0.38
S 2.71650 2.20056 0.21862 0.16 -2.85 0.19 0.13
Cl 3.28697 -0.98418 1.66886 0.08 0.18 0.03 0.31
Cl 3.31453 -0.68820 -1.50516 0.19 0.26 0.56 0.22
H -0.15931 1.20018 -1.10696 1.64 -0.35 1.25 0.08
H 0.44095 -0.09923 -2.02373 0.09 -0.61 1.70 0.08
H -0.94913 -0.14085 -0.76925 1.77 -0.73 -0.24 0.10
H 0.77588 -1.24619 0.42871 -0.02 -0.87 0.25 0.06
```
Forces are in eV/Å.

=====

# 6
ORCA calculation (the ωB97M-V functional and the def2-TZVPD basis) on 2 unconnected molecules or ions with the total composition CH4Cl2SSi at a distorted geometry.

As for the spin multiplicity: 1. The calculation puts the calculated total energy at -44857.5173 eV. The energy above the lowest of the compared OMol25 structures with the same formula, charge and spin is 76.7 kcal/mol. The calculation puts the max |F| at 4.0 eV/A.

```
9
Properties=species:S:1:pos:R:3:forces:R:3:lowdin_charge:R:1
C -2.32565 0.55248 0.71980 2.64 0.72 -1.07 -1.06
Si 0.35071 1.17498 0.83207 -2.76 -2.85 0.34 0.43
S 1.00478 -0.34345 -0.53476 -0.56 0.42 0.33 0.33
Cl -2.62632 0.98724 -1.03883 -0.07 -0.41 0.98 0.37
Cl -2.33420 -1.23973 0.93886 -0.36 1.54 0.08 0.42
H -3.01621 1.18350 1.31688 0.48 -1.03 -0.17 -0.01
H 0.82429 2.42133 0.43947 0.18 1.83 -0.50 -0.14
H 0.62595 0.89900 2.24091 0.16 -0.04 0.16 -0.11
H -0.24371 -0.25195 -1.06158 0.28 -0.18 -0.16 -0.25
```
Forces are in eV/Å.

=====

# 7
ORCA calculation (the ωB97M-V functional and the def2-TZVPD basis) on CH4Cl2Si in the gas phase at a distorted geometry.

As for the spin multiplicity: 1. The calculation puts the calculated total energy at -34024.0966 eV. The energy above the lowest of the compared OMol25 structures with the same formula, charge and spin is 78.2 kcal/mol. As for the SMILES: ClC[SiH2]Cl. The calculation puts the max |F| at 3.8 eV/A.

```
8
Properties=species:S:1:pos:R:3:forces:R:3:lowdin_charge:R:1
C -1.06610 -0.16403 0.44864 3.30 -1.42 1.28 -0.75
Si 0.81326 0.15737 -0.25696 0.10 0.95 -0.58 0.40
Cl 3.01810 -0.40750 -0.06492 -2.67 0.13 0.24 0.02
Cl -1.78535 -1.73880 -0.13089 0.39 1.16 0.64 0.42
H -1.59637 0.68863 0.04647 -0.16 0.08 0.09 0.01
H 0.89482 1.62136 0.06960 0.15 -0.48 0.01 -0.06
H -0.81861 -0.11550 1.56675 -1.50 -0.27 -1.39 0.04
H 0.54025 -0.04154 -1.67869 0.38 -0.14 -0.28 -0.08
```
Forces are in eV/Å.

=====

# 8
ORCA calculation (the ωB97M-V functional and the def2-TZVPD basis) on a molecular structure, CH4Cl4N3P3 at a distorted geometry.

As for the spin multiplicity: 1. The calculation puts the calculated total energy at -83529.6086 eV. The energy above the lowest of the compared OMol25 structures with the same formula, charge and spin is 46.2 kcal/mol. The calculation puts the max |F| at 3.6 eV/A.

```
15
Properties=species:S:1:pos:R:3:forces:R:3:lowdin_charge:R:1
C -2.57626 -0.31093 -0.15393 0.88 1.16 0.90 -0.30
N -0.20409 -1.47535 -0.08889 1.40 -1.22 0.04 -0.48
N -0.42181 1.01398 0.33300 -0.47 2.02 2.95 -0.54
N 1.62138 0.31175 -0.59825 2.80 -0.41 0.09 -0.85
P 1.33195 -1.34361 -0.14342 -2.04 2.26 0.33 -0.34
P 1.23867 1.38464 0.74373 -1.30 -0.59 -0.79 0.31
P -1.09613 -0.50396 0.97429 -0.48 0.06 -1.35 0.68
Cl 3.40709 0.65043 -0.83975 -0.88 -0.37 0.09 0.42
Cl 2.36675 -2.26340 -1.44829 0.53 -1.49 -1.26 0.44
Cl 1.21566 3.10943 -0.28597 0.31 0.99 -0.27 0.24
Cl 2.28648 -1.60924 1.58440 0.46 -0.31 0.55 0.31
H -3.28816 -1.10269 0.08756 -0.37 0.52 -0.10 0.02
H -2.85280 0.79054 0.07870 -0.35 -2.03 -0.64 0.05
H -2.16330 -0.42926 -1.17186 -0.41 0.27 0.48 0.03
H -0.86544 1.77767 0.92869 -0.06 -0.88 -1.01 0.02
```
Forces are in eV/Å.

=====

# 9
ORCA calculation (the ωB97M-V functional and the def2-TZVPD basis) on 2 unconnected molecules or ions with the total composition CH4ClN3 at a distorted geometry.

As for the spin multiplicity: 1. The calculation puts the calculated total energy at -18090.4332 eV. The energy above the lowest of the compared OMol25 structures with the same formula, charge and spin is 72.1 kcal/mol. The calculation puts the max |F| at 3.9 eV/A.

```
9
Properties=species:S:1:pos:R:3:forces:R:3:lowdin_charge:R:1
C 0.67590 -0.51562 -0.11720 -2.13 2.11 1.06 -0.43
N 0.62210 -1.70332 0.18274 0.36 0.28 -0.29 0.15
N -0.85286 0.93114 -0.03739 3.54 -0.36 -0.98 -0.01
N 1.63128 0.33893 -0.37972 3.16 2.29 -0.50 -0.33
Cl 3.45907 0.07755 -0.01605 -2.50 -0.05 -0.43 0.48
H -0.27306 -1.97196 0.51098 -0.99 -0.64 0.18 0.05
H -0.36384 1.69189 -0.68652 -1.47 -1.90 1.56 0.02
H -0.55761 1.23381 0.91981 -0.32 -0.18 -0.76 -0.01
H 1.46106 1.36051 -0.39893 0.35 -1.55 0.15 0.07
```
Forces are in eV/Å.

=====

# 10
ORCA calculation (the ωB97M-V functional and the def2-TZVPD basis) on 2 unconnected molecules or ions with the total composition CH4ClN3 at a distorted geometry.

As for the spin multiplicity: 1. The calculation puts the calculated total energy at -18089.9671 eV. The energy above the lowest of the compared OMol25 structures with the same formula, charge and spin is 82.8 kcal/mol. The calculation puts the max |F| at 4.4 eV/A.

```
9
Properties=species:S:1:pos:R:3:forces:R:3:lowdin_charge:R:1
C -0.33212 -0.44825 -0.01763 4.37 -0.09 0.57 -0.42
N 0.04138 -1.59221 -0.05241 -0.43 -0.23 -0.12 0.17
N 1.53081 0.89275 0.30373 -2.43 -0.45 -0.33 -0.02
N -1.07171 0.57945 0.01358 -2.90 1.40 -0.22 -0.30
Cl -2.90263 0.43738 -0.20790 1.55 0.04 0.17 0.50
H -0.42290 -2.47149 -0.18357 -0.38 -0.03 -0.04 0.08
H 1.79325 0.89564 -0.68070 0.15 -0.22 -0.02 -0.05
H 2.09469 0.18012 0.75360 -0.03 -0.32 -0.09 -0.04
H -0.73077 1.52660 0.07131 0.09 -0.12 0.08 0.08
```
Forces are in eV/Å.

=====

# 11
ORCA calculation (the ωB97M-V functional and the def2-TZVPD basis) on 2 unconnected molecules or ions with the total composition CH4ClNO at a distorted geometry.

As for the spin multiplicity: 1. The calculation puts the calculated total energy at -17162.4947 eV. The energy above the lowest of the compared OMol25 structures with the same formula, charge and spin is 0.0 kcal/mol. As for the SMILES: NC=O.Cl. The calculation puts the max |F| at 1.3 eV/A.

```
8
Properties=species:S:1:pos:R:3:forces:R:3:lowdin_charge:R:1
C 0.09943 0.09738 0.01098 0.37 -1.19 0.18 -0.44
N -1.16045 0.05861 0.46151 -0.59 0.20 0.11 0.13
O 0.73866 1.08346 -0.26394 0.20 0.63 -0.11 -0.02
Cl 3.71926 -0.11050 0.08156 -0.01 0.00 -0.02 0.26
H 0.54074 -0.91827 -0.05831 -0.04 0.18 -0.06 0.13
H -1.68010 0.91149 0.59341 0.05 0.01 -0.02 0.11
H -1.61211 -0.81613 0.67416 0.15 0.12 -0.07 0.10
H 2.64368 0.56938 -0.16771 -0.13 0.04 -0.01 -0.28
```
Forces are in eV/Å.

=====

# 12
ORCA calculation (the ωB97M-V functional and the def2-TZVPD basis) on a molecular structure, CH4ClNO2P at a distorted geometry.

As for the net charge: -1. As for the spin multiplicity: 1. The calculation puts the calculated total energy at -28498.5328 eV. The energy above the lowest of the compared OMol25 structures with the same formula, charge and spin is 102.8 kcal/mol. The calculation puts the max |F| at 6.2 eV/A.

```
10
Properties=species:S:1:pos:R:3:forces:R:3:lowdin_charge:R:1
C -1.26079 0.65664 0.12132 3.29 1.44 2.09 -0.20
N -0.23941 0.01429 -0.65558 1.03 -0.98 -0.67 -0.28
O 1.42577 -2.49695 -0.64685 -0.59 5.40 2.01 -0.73
O 1.13590 -0.10684 1.58022 0.05 -0.15 0.75 -0.47
P 1.19725 -0.46114 0.15339 -1.59 -5.74 -1.69 0.17
Cl 2.56323 0.69040 -0.65189 1.73 1.11 -1.11 0.28
H -0.63530 1.38091 0.78564 -1.55 -0.59 -1.19 0.10
H -2.03567 1.12607 -0.39623 -0.91 0.96 -1.27 0.04
H -1.68020 0.04111 0.84913 -0.98 -1.45 1.25 0.04
H -0.47077 -0.84449 -1.13915 -0.49 -0.01 -0.18 0.04
```
Forces are in eV/Å.